(1)
Molecular formula: C26H37As2EuN5O12S2
Method: DFT, ωB97M-V with the def2-TZVPD basis set

Each line ends with the Löwdin spin population.
CARTESIAN COORDINATES (ANGSTROEM)
Eu -0.569 -0.189 1.836  7.032
N -1.827 -0.680 4.229  -0.006
C -2.011 0.652 4.871  0.001
C -2.450 1.751 3.872  -0.001
O -3.476 2.376 4.086  -0.001
N -1.607 1.893 2.822  -0.012
C -2.086 2.803 1.773  0.000
C -1.070 2.789 0.588  -0.001
O 0.132 2.652 0.961  -0.003
O -1.463 2.914 -0.604  0.001
H -2.737 -1.128 4.146  0.000
H -1.365 -1.280 4.895  0.000
H -1.015 0.952 5.233  0.000
H -2.725 0.605 5.704  0.000
H -2.172 3.839 2.126  0.000
H -3.097 2.542 1.437  0.000
C 2.696 -3.451 0.895  0.000
O 1.573 -3.525 -0.049  0.000
C 0.399 -3.118 0.448  0.000
O 0.243 -2.930 1.640  -0.002
C -0.579 -2.811 -0.592  -0.001
C -0.197 -2.305 -1.782  0.002
As -1.315 -1.236 -2.977  0.000
C -0.242 0.405 -2.978  0.000
C -2.664 -0.569 -1.775  0.001
C -3.080 -1.156 -0.664  0.000
As -2.463 -2.886 0.034  0.001
C -3.260 -3.863 -1.454  0.000
C -3.960 -0.517 0.354  0.000
O -3.420 -0.076 1.353  -0.003
O -5.278 -0.603 0.302  0.000
C -5.931 -1.000 -0.917  0.000
C -3.382 0.669 -2.216  0.000
O -4.178 1.259 -1.521  0.000
O -3.104 0.966 -3.495  0.000
C -3.806 2.104 -4.007  0.000
C 1.168 -2.592 -2.384  0.000
O 1.909 -1.759 -2.843  0.000
O 1.360 -3.895 -2.511  0.000
C 2.653 -4.176 -3.057  0.000
H 3.581 -3.720 0.332  0.000
H 2.555 -4.111 1.747  0.000
H 2.794 -2.437 1.261  0.000
H 0.778 0.158 -2.735  0.000
H -0.599 1.167 -2.292  0.000
H -0.310 0.778 -3.990  0.000
H -2.938 -3.483 -2.396  0.000
H -4.322 -3.691 -1.363  0.000
H -3.066 -4.925 -1.397  0.000
H -6.268 -0.110 -1.445  0.000
H -6.800 -1.575 -0.619  0.000
H -5.261 -1.590 -1.535  0.000
H -3.625 2.103 -5.070  0.000
H -3.465 3.008 -3.501  0.000
H -4.880 1.957 -3.825  0.000
H 2.669 -5.224 -3.336  0.000
H 3.400 -3.937 -2.310  0.000
H 2.839 -3.535 -3.923  0.000
N 1.429 -0.109 0.182  -0.007
C 2.379 0.476 -0.070  0.002
N 3.527 1.117 -0.282  0.000
C 3.741 1.765 -1.583  0.000
C 4.468 0.818 -2.563  0.000
O 5.665 0.320 -1.994  0.000
C 5.456 -0.364 -0.775  0.000
C 4.784 0.537 0.280  0.000
H 4.320 2.690 -1.455  0.000
H 2.790 2.065 -1.954  0.000
H 4.771 1.413 -3.447  0.000
H 3.801 0.004 -2.857  0.000
H 6.450 -0.617 -0.435  0.000
H 4.831 -1.287 -0.932  0.000
H 5.384 1.435 0.451  0.000
H 4.547 0.035 1.217  0.000
S 2.117 -0.093 3.582  -0.005
C 2.095 1.603 3.473  0.000
N 0.992 2.329 3.538  0.001
C 1.156 3.784 3.407  0.000
C 2.438 3.997 2.616  0.000
S 3.514 2.624 3.233  0.000
H -0.011 1.992 3.350  0.000
H 1.226 4.244 4.388  0.000
H 0.264 4.149 2.892  0.000
H 2.888 4.961 2.815  0.000
H 2.295 3.855 1.538  0.000

Calculated values
Energy relative to the best compared isomer or geometry (same formula, charge and spin) = 0.0 kcal/mol
Frontier orbital gap (alpha / beta) = 6.25 / 6.52 eV
Spin multiplicity = 8
Highest occupied orbital energy (alpha / beta) = -0.2656 / -0.2756 Ha
LUMO level (alpha / beta) = -0.0361 / -0.0359 hartree
Net charge = 0

=====

(2)
Molecular formula: C2H3FN2O
Method: DFT, ωB97M-V with the def2-TZVPD basis set

Each line ends with the Mulliken charge.
CARTESIAN COORDINATES (ANGSTROEM)
C -0.974 0.051 0.141  1.024
C 1.374 -0.166 0.101  -0.647
N -2.161 -0.690 0.186  -0.213
N -1.566 -0.614 -0.943  -0.223
O 0.117 0.127 0.780  -0.291
F -1.754 1.740 -0.260  -0.568
H 1.380 -1.008 -0.550  0.342
H 2.031 -0.201 0.940  0.232
H 1.553 0.762 -0.396  0.343

Calculated values
Energy relative to the best compared isomer or geometry (same formula, charge and spin) = 85.7 kcal/mol
Frontier orbital gap = 10.53 eV
Highest occupied orbital energy = -0.4115 Ha
LUMO level = -0.0244 hartree
Net charge = 0

=====

(3)
Molecular formula: C5H11NO
Method: DFT, ωB97M-V with the def2-TZVPD basis set

Each line ends with the Mulliken charge.
CARTESIAN COORDINATES (ANGSTROEM)
C 2.818 0.518 -0.166  -0.880
N 1.502 0.068 -0.563  -0.193
C 0.473 0.001 0.331  0.426
O 0.648 0.094 1.538  -0.637
C -0.931 -0.118 -0.263  0.697
C -1.527 -1.514 -0.060  -1.415
C -1.793 0.943 0.426  -1.449
H 3.163 1.285 -0.867  0.307
H 3.555 -0.292 -0.134  0.267
H 2.726 0.946 0.834  0.321
H 1.307 -0.061 -1.543  0.253
H -0.879 0.095 -1.339  0.193
H -1.491 -1.787 0.999  0.315
H -0.991 -2.277 -0.634  0.348
H -2.575 -1.523 -0.382  0.386
H -2.835 0.884 0.093  0.403
H -1.750 0.784 1.507  0.305
H -1.419 1.952 0.223  0.355

Calculated values
Energy relative to the best compared isomer or geometry (same formula, charge and spin) = 3.2 kcal/mol
Frontier orbital gap = 10.55 eV
SMILES = CNC(=O)C(C)C
Highest occupied orbital energy = -0.3545 Ha
LUMO level = 0.0333 hartree
Net charge = 0

=====

(4)
Molecular formula: C24H52BrF4NO11S
Method: DFT, ωB97M-V with the def2-TZVPD basis set

Each line ends with the Mulliken charge.
CARTESIAN COORDINATES (ANGSTROEM)
C 6.291 -0.748 -0.084  -0.943
C 5.493 -1.714 -0.815  -0.119
N 4.060 -1.606 -0.670  0.092
C 3.322 -1.661 -1.961  -0.329
C 3.479 -0.348 -2.867  -0.345
O 4.134 0.757 -2.174  -0.301
O 3.260 1.362 -1.297  -0.283
C 1.772 -2.014 -1.594  -0.029
C 1.898 -3.277 -0.588  -0.824
O 2.804 -4.297 -1.096  -0.331
C 3.297 -5.112 -0.073  0.852
F 3.986 -6.168 -0.703  -0.263
F 2.280 -5.691 0.687  -0.243
F 4.204 -4.369 0.686  -0.215
O 1.240 -0.841 -0.977  -0.401
C -0.186 -0.613 -1.263  1.474
C -1.051 -1.969 -1.264  -1.407
C -2.636 -1.763 -1.253  -0.457
C -3.225 -2.380 0.120  -0.912
S -5.002 -1.966 0.422  1.163
O -5.934 -3.116 0.122  -0.630
O -5.126 -1.714 1.915  -0.661
O -5.463 -0.543 -0.315  -0.448
C -0.678 0.231 0.006  -1.577
C -1.758 1.363 -0.228  -0.188
C -2.838 1.237 0.982  -0.702
Br -1.037 3.239 -0.021  -0.167
C -0.234 0.142 -2.660  0.260
C 0.422 1.596 -2.687  -1.253
F -1.535 0.241 -3.260  -0.447
H 6.868 -0.998 0.857  0.236
H 6.319 0.343 -0.430  0.234
H 6.018 -2.516 -1.418  0.332
H 3.777 -0.818 -0.076  0.321
H 3.804 -2.512 -2.564  0.806
H 2.512 -0.042 -3.373  -0.091
H 4.205 -0.602 -3.719  0.071
H 3.818 1.553 -0.504  0.302
H 1.310 -2.303 -2.595  0.373
H 2.173 -2.940 0.474  0.380
H 0.883 -3.805 -0.464  0.336
H -0.820 -2.644 -2.162  0.454
H -0.790 -2.490 -0.273  0.400
H -3.080 -2.426 -2.080  0.494
H -2.999 -0.716 -1.474  0.305
H -2.578 -2.108 1.014  0.445
H -3.158 -3.518 0.017  0.491
H -5.353 0.144 0.391  0.382
H -1.117 -0.527 0.749  0.346
H 0.216 0.696 0.554  0.628
H -2.370 1.305 -1.176  0.488
H -2.313 1.528 1.951  0.210
H -3.683 1.987 0.781  0.433
H -3.228 0.181 1.113  -0.105
H 0.386 -0.493 -3.392  0.593
H 0.858 1.868 -1.680  0.069
H 1.164 1.683 -3.546  0.269
H -0.439 2.336 -2.866  0.454
C -9.113 -5.270 1.669  -0.965
C -9.408 -4.116 0.731  -0.161
O -9.211 -2.876 1.400  -0.532
H -9.759 -5.224 2.549  0.281
H -9.266 -6.229 1.168  0.314
H -8.081 -5.222 2.028  0.284
H -10.445 -4.155 0.392  0.303
H -8.756 -4.149 -0.147  0.189
H -8.289 -2.845 1.689  0.290
C 7.932 -1.357 -5.470  -1.274
C 7.025 -1.144 -4.274  -0.049
O 6.183 -2.279 -4.085  -0.477
H 7.341 -1.527 -6.374  0.316
H 8.578 -0.491 -5.629  0.359
H 8.559 -2.242 -5.328  0.342
H 6.386 -0.273 -4.429  0.276
H 7.611 -0.985 -3.363  0.259
H 6.754 -3.044 -3.939  0.302
C -0.126 4.488 4.707  -0.912
C -0.659 3.070 4.668  -0.309
O -1.632 2.937 3.637  -0.410
H -0.938 5.199 4.879  0.143
H 0.618 4.604 5.499  0.385
H 0.334 4.755 3.751  0.345
H -1.137 2.815 5.616  0.290
H 0.148 2.354 4.485  0.272
H -1.201 3.155 2.800  0.122
C -1.605 8.461 4.413  -0.913
C -0.296 9.042 4.910  -0.278
O 0.661 9.075 3.858  -0.519
H -1.453 7.450 4.028  0.178
H -2.346 8.425 5.215  0.293
H -2.006 9.059 3.590  0.380
H 0.112 8.430 5.717  0.273
H -0.439 10.060 5.288  0.281
H 0.299 9.625 3.152  0.300

Calculated values
Frontier orbital gap = 7.41 eV
SMILES = C=CN[C@H](COO)[C@@H](COC(F)(F)F)O[C@@](CCCS(=O)(=O)O)(C[C@@H](C)Br)[C@H](C)F.CCO.CCO.CCO.CCO
Highest occupied orbital energy = -0.2707 Ha
LUMO level = 0.0015 hartree
Net charge = 0

=====

(5)
Molecular formula: C8H16ClEuN2
Method: DFT, ωB97M-V with the def2-TZVPD basis set

Each line ends with the Löwdin spin population.
CARTESIAN COORDINATES (ANGSTROEM)
C -1.965 0.007 -0.582  0.033
Eu 0.000 0.000 0.000  4.868
N 2.170 -0.197 0.648  0.077
N 0.483 1.347 -1.755  0.102
H 2.603 -1.081 0.347  0.046
H -0.446 0.932 1.124  0.039
H -2.651 -0.281 0.228  0.006
H -2.020 -0.749 -1.393  0.009
H -2.262 0.997 -0.973  0.009
H 1.132 0.970 -2.460  0.115
H 0.883 2.248 -1.459  0.087
H -0.380 1.581 -2.266  0.054
H 2.810 0.551 0.349  0.060
H 2.212 -0.208 1.676  0.062
Cl -0.388 -5.563 0.446  0.039
C -0.869 -4.339 1.615  0.086
C -1.415 -4.755 2.837  0.139
C -1.809 -3.813 3.791  0.038
C -1.658 -2.451 3.528  0.103
C -1.113 -2.028 2.313  0.131
C -0.716 -2.963 1.345  0.139
C -0.135 -2.483 0.044  0.633
H -1.535 -5.809 3.050  0.018
H -2.231 -4.138 4.733  -0.001
H -1.963 -1.720 4.267  0.006
H -1.005 -0.972 2.135  0.031
H 0.892 -2.887 -0.077  0.043
H -0.765 -2.829 -0.801  0.027

Calculated values
Energy relative to the best compared isomer or geometry (same formula, charge and spin) = 219.9 kcal/mol
Frontier orbital gap (alpha / beta) = 2.94 / 5.65 eV
Spin multiplicity = 8
Highest occupied orbital energy (alpha / beta) = -0.0022 / -0.1755 Ha
LUMO level (alpha / beta) = 0.1058 / 0.0321 hartree
Net charge = -1

=====

(6)
Molecular formula: C3H8N2O
Method: DFT, ωB97M-V with the def2-TZVPD basis set

Each line ends with the Mulliken charge.
CARTESIAN COORDINATES (ANGSTROEM)
C 0.118 2.062 0.879  -1.051
C -0.740 0.821 0.835  -0.194
O -0.722 0.460 -0.445  -0.237
C -0.125 -0.603 -0.941  0.088
N 0.185 -1.621 -0.220  -0.278
N 0.657 -2.652 -1.128  -0.607
H 1.103 1.943 0.393  0.278
H 0.419 2.636 1.754  0.356
H -0.446 2.728 0.196  0.247
H -0.441 0.023 1.494  0.381
H -1.814 1.263 1.080  0.184
H -0.001 -0.718 -2.089  0.379
H 1.594 -2.794 -0.844  0.218
H 0.213 -3.547 -0.965  0.236

Calculated values
Energy relative to the best compared isomer or geometry (same formula, charge and spin) = 77.8 kcal/mol
Frontier orbital gap = 10.20 eV
SMILES = CCO/C=N/N
Highest occupied orbital energy = -0.3336 Ha
LUMO level = 0.0414 hartree
Net charge = 0

=====

(7)
Molecular formula: C14H41N3O5
Method: DFT, ωB97M-V with the def2-TZVPD basis set

Each line ends with the Mulliken charge.
CARTESIAN COORDINATES (ANGSTROEM)
C -2.048 30.319 -1.342  -0.755
O -2.522 29.700 -2.514  -0.312
C -1.468 29.407 -3.388  -0.928
C -2.002 28.593 -4.560  1.164
C -0.982 28.402 -5.693  -0.935
N -3.278 29.115 -5.086  -0.775
H -2.886 30.641 -0.730  0.255
H -1.508 31.236 -1.616  0.309
H -1.376 29.644 -0.805  0.293
H -0.984 30.314 -3.805  0.320
H -0.663 28.901 -2.837  0.408
H -2.227 27.607 -4.141  -0.359
H -1.366 27.729 -6.456  0.096
H -0.127 27.931 -5.192  0.167
H -0.690 29.366 -6.111  0.468
H -3.045 29.677 -5.905  0.295
H -3.767 28.342 -5.529  0.274
C 5.923 21.283 -7.491  -0.686
O 4.637 21.870 -7.531  -0.403
C 4.602 23.249 -7.206  -0.411
C 4.923 23.532 -5.748  0.477
C 3.911 22.920 -4.809  -1.367
N 4.933 25.004 -5.582  -0.705
H 6.293 21.185 -6.470  0.260
H 6.612 21.908 -8.076  0.307
H 5.851 20.321 -7.989  0.275
H 5.300 23.778 -7.872  0.449
H 3.578 23.532 -7.450  -0.065
H 5.932 23.155 -5.544  0.363
H 2.912 23.335 -4.975  0.251
H 4.139 23.091 -3.757  0.404
H 3.781 21.854 -5.002  0.347
H 5.104 25.286 -4.622  0.236
H 5.718 25.378 -6.109  0.218
C -1.454 24.545 -9.789  -0.700
O -2.815 24.219 -9.634  -0.408
C -3.537 25.175 -8.867  -1.067
C -3.254 25.080 -7.377  1.543
C -3.627 23.738 -6.769  -1.550
N -3.972 26.201 -6.692  -0.382
H -0.917 24.481 -8.843  0.260
H -1.339 25.533 -10.255  0.293
H -1.036 23.852 -10.518  0.285
H -3.208 26.166 -9.212  0.423
H -4.597 25.044 -9.090  0.454
H -2.188 25.274 -7.243  -0.867
H -3.351 23.712 -5.711  0.418
H -2.959 22.969 -7.181  0.362
H -4.658 23.440 -6.937  0.384
H -4.447 25.828 -5.876  0.284
H -4.742 26.461 -7.309  0.266
C -1.006 25.053 -4.225  -0.497
O 0.127 25.742 -3.727  -0.525
H -1.906 25.332 -3.684  0.374
H -1.178 25.240 -5.293  -0.051
H -0.797 23.977 -4.143  0.395
H 0.827 25.697 -4.398  0.385
C 1.693 25.895 -6.962  -0.498
O 2.219 25.849 -5.651  -0.580
H 2.335 26.473 -7.639  0.416
H 1.629 24.911 -7.450  0.160
H 0.697 26.332 -6.936  0.110
H 3.189 25.684 -5.733  0.376

Calculated values
Energy relative to the best compared isomer or geometry (same formula, charge and spin) = 17.8 kcal/mol
Frontier orbital gap = 9.16 eV
SMILES = COC[C@H](C)N.COC[C@H](C)N.COC[C@H](C)N.CO.CO
Highest occupied orbital energy = -0.3144 Ha
LUMO level = 0.0222 hartree
Net charge = 0

=====

(8)
Molecular formula: C16H15ClOs
Method: DFT, ωB97M-V with the def2-TZVPD basis set

Each line ends with the Löwdin spin population.
CARTESIAN COORDINATES (ANGSTROEM)
C 1.967 -2.299 1.937  0.073
C 2.033 -2.261 0.488  0.077
C 0.696 -2.444 -0.020  0.077
H 2.935 -2.165 -0.111  0.015
C -0.179 -2.597 1.103  0.071
C 0.585 -2.490 2.306  0.134
H 0.188 -2.552 3.305  0.015
H 2.776 -2.208 2.641  0.005
H 0.384 -2.504 -1.052  0.015
H -1.249 -2.764 1.073  0.005
Os 0.854 -0.735 1.161  2.133
Cl 2.274 0.841 1.995  0.208
C 1.205 2.348 -3.294  0.016
C -0.028 1.703 -3.631  0.357
C 0.284 0.471 -4.288  0.087
H -1.029 2.085 -3.426  0.018
C 1.708 0.353 -4.357  0.209
C 2.277 1.514 -3.743  0.300
H 3.342 1.725 -3.633  0.014
H 1.308 3.307 -2.785  -0.006
H -0.438 -0.252 -4.671  -0.001
H 2.263 -0.477 -4.798  0.008
C -3.261 1.443 2.405  0.026
C -2.511 0.845 3.422  -0.002
C -1.212 0.366 3.150  0.028
C -0.793 0.450 1.840  0.044
C -1.475 1.059 0.802  0.057
C -2.751 1.561 1.106  0.000
H -4.249 1.846 2.626  0.002
H -2.945 0.757 4.422  -0.001
H -0.574 -0.077 3.925  0.002
H -1.050 1.111 -0.209  0.016
H -3.333 2.037 0.310  -0.001

Calculated values
Energy relative to the best compared isomer or geometry (same formula, charge and spin) = 0.0 kcal/mol
Frontier orbital gap (alpha / beta) = 7.47 / 6.18 eV
Spin multiplicity = 5
Highest occupied orbital energy (alpha / beta) = -0.2555 / -0.2945 Ha
LUMO level (alpha / beta) = 0.0189 / -0.0673 hartree
Net charge = 0

=====

Short version: maximum force = 2.24; 5.13; 0.39; 7.12; 8.01; 4.78; 1.62; 8.83 eV/A, in the order given.